2 unconnected molecules or ions with the total composition C5H11O2 at a distorted geometry. Source: the OMol25 dataset; level of theory: ωB97M-V with the def2-TZVPD basis set.

For the total energy, the calculation gives -9458.19702 eV. As for the spin multiplicity: 1. Its total charge is -1. The HOMO-LUMO gap is 7.789 eV. The value obtained for the HOMO energy is -3.6525 eV. As for the maximum force: 4.77 eV/A. The calculation puts the LUMO energy at 4.14 eV.

Each atom is followed by the atoms it is bonded to, with distances in Å.
CARTESIAN COORDINATES (ANGSTROEM)
1 C -2.0891 -0.0394 1.8689  C2 1.504, H3 1.044, H4 1.062, H5 1.124
2 C -0.6398 -0.3925 2.0645  C1 1.504, H6 1.042, H7 1.153, H8 1.163
3 H -2.6806 0.2843 2.6659  C1 1.044
4 H -2.1922 0.5830 1.0143  C1 1.062
5 H -2.6514 -0.9526 1.5325  C1 1.124
6 H -0.3240 -1.1633 1.4389  C2 1.042
7 H -0.5286 -0.7952 3.1390  C2 1.153
8 H 0.0589 0.5366 2.0560  C2 1.163
9 C 1.6838 0.1888 -1.7213  C10 1.558, C11 1.712, H14 1.071, H15 1.067
10 C 0.4529 -0.4242 -2.4541  C9 1.558, H16 1.189, H17 1.172, H18 1.129
11 C 1.3169 0.7829 -0.1579  C9 1.712, O12 1.208, O13 1.241
12 O 1.7706 0.1409 0.7588  C11 1.208
13 O 0.8212 1.9190 -0.2168  C11 1.241
14 H 2.5829 -0.3713 -1.8797  C9 1.071
15 H 1.9073 1.1606 -2.1014  C9 1.067
16 H -0.3955 0.3044 -2.0506  C10 1.189
17 H 0.5217 -1.5930 -2.4045  C10 1.172
18 H 0.3851 -0.1692 -3.5523  C10 1.129